67
Properties=species:S:1:pos:R:3:mulliken_spin:R:1 method="wB97M-V/def2-TZVPD" lumo_ev="2.7 / 2.3" multiplicity=7 charge=-1 e_homo_ha="-0.1022 / -0.1381" s_squared=12.71
Tb -0.01552 -1.15333 -0.08718 4.9854
O -4.09126 -0.47517 1.23989 -0.0072
N -0.17236 -2.47471 -2.32572 -0.0035
N -0.41390 -1.24718 -3.90291 0.0016
N -0.53974 -1.99560 2.16590 -0.0731
C -1.63315 0.78944 -3.95153 -0.0073
C 0.46948 1.20598 1.87316 -0.0545
C 0.52794 0.41674 -5.19078 -0.0027
C -0.84709 -4.10772 1.16010 0.0246
C 1.60306 0.50830 1.34789 0.0179
C -1.89254 -3.56361 3.32495 0.0003
C -3.00086 -0.36768 0.89670 0.0288
C 0.28183 1.57652 -5.93437 0.0001
C -1.84766 1.95638 -4.69538 -0.0002
C -1.86075 -4.34637 2.12856 0.0182
C -0.51598 0.00811 -4.37545 0.0006
C -0.51351 -1.25649 -2.50258 0.0679
C 0.52623 -3.16219 -3.37868 0.0126
C -1.10183 -2.38213 3.35050 0.0283
C -1.14229 3.49773 -6.50496 0.0000
C 1.73286 -2.89114 1.58686 0.6802
C 0.49742 2.53465 -1.61817 -0.0104
C 2.48981 -0.38592 2.11126 0.1278
C 1.73497 0.87357 -0.03665 -0.0221
C 0.69273 1.81085 -0.33545 0.0348
C 1.79914 -0.37994 -5.33473 -0.0030
C -2.63034 0.36104 -2.90036 0.0275
C -1.20196 2.96398 0.99568 -0.0044
C 2.84425 0.48803 -0.94589 0.0264
C 0.02324 1.21105 3.28196 -0.0019
C 0.29850 -2.38437 -4.41442 0.0038
C -0.87778 2.31860 -5.65582 -0.0002
C -0.06634 2.02055 0.84436 0.1039
C 0.25473 -3.02233 1.43236 -0.0277
H -2.64166 -0.72619 -2.72029 0.0089
H -2.63644 -5.16941 2.06174 0.0020
H 1.04017 3.49684 -1.67640 0.0016
H -2.56151 -3.76256 4.18560 0.0000
H 3.26815 -0.48733 -0.66741 0.0003
H 2.50168 0.42344 -1.99065 -0.0341
H -0.56658 2.75857 -1.77933 -0.0009
H -2.11672 2.43660 1.29838 0.0015
H 2.40868 -0.50910 -4.41896 0.0001
H -0.98821 -4.63296 0.19356 0.0055
H 0.29540 0.28340 3.79590 0.0003
H 2.19986 -3.14113 0.51104 0.0154
H -2.50782 0.84732 -1.91235 -0.0052
H 0.48672 -2.57755 -5.47627 -0.0008
H -0.18292 3.89662 -6.83320 0.0000
H -1.41854 3.47881 0.05246 -0.0012
H -1.06758 1.31228 3.33700 0.0011
H -1.70850 4.22762 -5.92848 0.0000
H -3.64484 0.64765 -3.22141 -0.0002
H 0.82539 1.92625 -2.47048 0.0021
H 1.97613 -1.39306 2.33536 0.0426
H -1.01569 3.74054 1.75532 0.0001
H -0.91704 -1.81915 4.30894 0.0043
H 3.37339 -0.67451 1.53521 -0.0361
H 0.97532 1.81212 -6.75566 0.0000
H 3.66260 1.22999 -0.92340 0.0007
H 2.77352 0.03030 3.08521 0.0174
H -2.79251 2.51139 -4.57991 0.0000
H 0.45578 2.05340 3.84983 -0.0003
H 2.42654 0.12804 -6.06238 -0.0001
H 1.66189 -1.38029 -5.77086 0.0008
H -1.72503 3.18006 -7.37560 0.0000
H 1.05264 -4.04404 -3.09015 0.0015

---

71
Properties=species:S:1:pos:R:3:nbo_charge:R:1 method="wB97M-V/def2-TZVPD" lumo_ev=0.6 multiplicity=1 e_homo_ha=-0.3098 smiles="CC(C)C(=O)Nc1ccc(N(C(=O)Cn2cnc3ccccc32)[C@@H](C(=O)NC(C)(C)C)c2ccsc2)cc1"
S 5.77411 2.45515 1.65858 0.4482
O 3.13546 1.13387 -1.48472 -0.6330
O -4.38390 -2.16089 -0.49084 -0.6044
O 2.90076 -2.24601 1.40401 -0.6296
N 3.94969 -1.27594 -0.36767 -0.6574
N -0.93026 3.89615 -0.12952 -0.4539
N 1.57924 0.48721 0.02261 -0.4720
N -3.78305 -0.66170 1.11571 -0.6090
N -0.13202 2.29268 -1.46321 -0.3904
C 0.12313 3.37647 -0.67519 0.2136
C -1.49422 2.11098 -1.42364 0.1734
C -2.43707 -0.43902 0.84343 0.1684
C 2.56107 0.10406 1.04647 -0.1415
C 4.30496 3.34428 1.63885 -0.3996
C 5.52184 -3.09396 0.08618 -0.6211
C 0.85507 1.47577 -2.10697 -0.2966
C -4.66751 -1.46754 0.45927 0.6993
C -4.17869 2.31012 -0.90019 -0.2423
C -6.07919 -1.41893 1.03755 -0.3098
C 1.96614 1.00671 -1.15578 0.6935
C -0.40357 -0.87550 -0.35616 -0.2362
C -3.34140 3.22950 -0.30511 -0.2015
C 4.92882 0.98941 1.37220 -0.3992
C -1.98090 3.13087 -0.57174 0.0728
C 5.40122 -1.96434 -2.15306 -0.6109
C 3.23156 2.54566 1.42805 -0.2588
C -1.78306 0.56399 1.55853 -0.2216
C 3.52296 -3.45130 -1.39192 -0.6197
C 3.16624 -1.28095 0.71524 0.6853
C -2.34451 1.19858 -2.02697 -0.2483
C -1.72617 -1.17726 -0.09965 -0.2292
C 0.22552 0.16276 0.31673 0.2030
C -6.09680 -1.81154 2.51530 -0.5985
C 3.58639 1.17941 1.26172 -0.0678
C -3.69076 1.31406 -1.74833 -0.2125
C 4.59636 -2.45223 -0.95022 0.1253
C -0.46119 0.85940 1.30364 -0.2255
C -6.70717 -0.04259 0.81347 -0.5969
H 5.47639 0.07099 1.31310 0.2429
H 4.94825 -3.38443 0.96162 0.2416
H -7.12491 -1.91685 2.85440 0.2174
H 1.99050 -0.03182 1.97396 0.2489
H 6.15710 -1.24770 -1.83963 0.2122
H -2.21796 -1.97346 -0.63183 0.2623
H -4.38099 0.61464 -2.19498 0.2200
H 4.04476 -0.39916 -0.87141 0.4438
H 2.92916 -3.75387 -0.53373 0.2372
H 0.02966 1.64967 1.85114 0.2281
H 5.99741 -3.97630 -0.33294 0.2081
H -3.71553 4.00742 0.34101 0.2226
H 0.14943 -1.45192 -1.08324 0.2222
H 5.89777 -2.80182 -2.63557 0.2177
H -4.15811 -0.08749 1.85731 0.3985
H 1.12068 3.75296 -0.54731 0.2050
H 4.32531 4.40508 1.78911 0.2372
H 3.98479 -4.33251 -1.82827 0.2083
H -5.24195 2.36576 -0.71837 0.2116
H -7.73970 -0.04789 1.15577 0.2168
H -2.31895 1.12800 2.30801 0.2149
H -1.98067 0.42760 -2.68897 0.2175
H -5.58873 -2.76165 2.66346 0.2213
H 2.86733 -2.99739 -2.13265 0.2012
H 4.74910 -1.48277 -2.87856 0.2125
H 6.29586 -2.39218 0.38965 0.2020
H 1.35503 2.03382 -2.90831 0.2379
H -6.69738 0.20868 -0.24439 0.2180
H -5.61470 -1.06126 3.13938 0.1929
H 0.36069 0.60657 -2.54729 0.2387
H -6.17311 0.73457 1.35739 0.1960
H -6.65443 -2.15927 0.47297 0.2298
H 2.21885 2.90662 1.39252 0.2193

---

72
Properties=species:S:1:pos:R:3:mulliken_charge:R:1 method="wB97M-V/def2-TZVPD" lumo_ev=1.8 multiplicity=1 charge=-1 e_homo_ha=-0.1337
Zn -1.74793 -6.48106 15.78994 0.6605
S -2.58163 -9.59533 19.07706 -0.1954
S -2.19729 -8.53964 16.38448 -0.3955
O -1.87374 -5.28497 17.82089 -0.8241
N 2.59298 -13.38898 15.89623 -0.6294
N -1.67252 -4.72171 14.98135 0.2390
N -4.47560 -6.83204 17.10540 -0.5403
N -3.08736 -4.54958 13.14600 0.2091
N -2.12819 -2.58802 13.94321 0.1265
N -3.93542 -7.44490 18.19755 -0.2677
C 0.38324 -7.01585 14.84056 -1.2769
C 1.17702 -7.48796 22.24529 -0.7212
C -1.77314 -2.02056 12.60547 -1.1615
C -4.23884 -3.86913 12.51486 -1.3625
C -2.70012 -8.76875 20.71633 -0.8311
C 0.94755 -7.71745 20.87781 -0.5087
C -2.99248 -8.32666 17.92585 0.3395
C -2.78579 -4.76262 18.51660 0.3813
C -4.16144 -4.60792 18.12469 0.6237
C -4.48542 -2.92181 19.83767 -0.7477
C -4.81454 -5.53891 17.23205 0.7031
C 0.48009 -9.41382 14.16888 -0.0883
C -1.48940 -1.82475 15.01206 -1.0874
C -5.92877 -5.06970 16.31918 -1.4095
C 0.11612 -7.71775 23.11161 -0.3685
C -3.18651 -6.01634 13.03884 -1.2414
C 1.84400 -10.02219 16.44459 -0.5710
C 1.66481 -11.03976 15.51988 0.3675
C -2.28447 -3.97327 14.03965 0.5863
C 0.96957 -10.69597 14.36669 -0.6507
C -0.28647 -8.16646 20.42931 0.2034
C 2.17469 -12.32729 15.73178 0.1108
C 0.76462 -8.34688 15.04763 0.0830
C -2.40769 -4.14891 19.75885 -1.0988
C -1.10667 -8.18602 22.65137 -0.6699
C 1.46594 -8.73331 16.21545 -0.2133
C -1.35374 -8.34223 21.28187 0.5740
C -4.95054 -3.59963 18.69209 -0.7200
C -3.23652 -3.21531 20.36407 -0.2497
H -3.62922 -6.27850 12.08339 0.4249
H -2.17224 -6.47416 13.04259 0.3460
H -4.11009 -3.79417 11.42203 0.3161
H 0.10530 -6.69205 13.82646 0.5224
H -6.52254 -5.90819 15.90282 0.3570
H -6.64025 -4.49791 16.88055 0.5370
H -1.86952 -8.46249 23.35912 0.3710
H -0.39557 -1.92809 15.00652 0.4129
H -3.43808 -7.96912 20.60821 0.3235
H -3.12207 -9.49199 21.39143 0.5093
H 2.44048 -10.27440 17.32703 0.3594
H -2.91904 -2.63376 21.24009 0.3329
H -1.72660 -0.77372 14.87195 0.2899
H -5.09662 -4.47033 12.74236 0.5160
H -0.44702 -8.43947 19.35769 0.0452
H -1.78276 -2.11769 16.05267 0.3375
H 0.20169 -7.47371 24.16084 0.3497
H -0.17040 -9.26574 13.30887 0.2772
H -1.15276 -4.14110 15.61797 0.1916
H -2.06249 -2.71549 11.79492 0.3626
H -3.86375 -6.40969 13.81544 0.3053
H -1.44977 -4.36409 20.16123 0.5278
H 0.65931 -11.46981 13.64426 0.3208
H -0.70306 -1.85110 12.57354 0.3844
H -5.08140 -2.14411 20.29721 0.3422
H 1.70011 -8.00281 17.02554 0.1889
H -5.60832 -4.46320 15.48561 0.1447
H 0.88340 -6.24507 15.47496 0.4423
H -4.36004 -2.83965 12.84927 0.4180
H -2.32010 -1.09104 12.45920 0.3293
H -5.92487 -3.45400 18.24799 0.2287
H 1.76453 -7.60779 20.16809 0.3830
H 2.13010 -7.24569 22.65064 0.4254